Molecular formula: C24H39BrGeN5PPd
Method: DFT, ωB97M-V/def2-TZVPD

Expectation value of S²: 2.01
Total charge: 0
2S+1: 3
LUMO energy (spin up / spin down) in eV: -0.22 / -0.25
Energy in Ha: -6331.65237
Max |F| in eV/Å: 0.1
Energy above the lowest of the compared OMol25 structures with the same formula, charge and spin in eV: 0.549

CARTESIAN COORDINATES (ANGSTROEM)
Pd -0.012 -0.393 -0.675
Br 0.495 -6.334 -1.748
Ge -3.052 1.175 -1.201
P 0.755 1.530 0.315
N -1.193 -1.705 1.867
N -0.717 -2.420 -1.734
N 2.969 2.781 -1.031
N 1.503 4.275 0.193
N 3.041 2.819 1.394
C 2.370 4.114 1.357
C -1.689 -2.397 -2.644
C -1.259 -3.149 1.774
C 2.093 1.709 1.616
C 0.016 -1.260 2.543
C -4.209 2.181 -2.444
C 0.339 3.363 0.247
C 2.318 -2.205 2.626
C -1.285 0.784 -1.849
C 1.305 -1.647 1.851
C -2.985 2.228 0.468
C -2.364 -1.182 2.539
C 2.734 -1.743 -0.044
C 1.965 1.649 -1.124
C 3.761 -2.289 0.725
C 1.480 -1.388 0.476
C -0.091 -3.568 -1.492
C 2.262 4.131 -0.995
C -0.434 -4.737 -2.151
C -2.088 -3.527 -3.340
C 3.556 -2.518 2.076
C 3.823 2.640 0.227
C -1.449 -4.730 -3.089
C -3.992 -0.500 -0.755
H 3.129 4.901 1.336
H -4.381 -0.982 -1.655
H -0.046 -0.166 2.600
H 3.046 4.890 -1.049
H -0.365 -3.533 1.287
H -2.130 -3.440 1.184
H 1.772 4.227 2.259
H 1.628 4.178 -1.880
H 0.036 -1.633 3.586
H -3.296 -1.186 -0.270
H 4.336 -2.950 2.691
H 1.393 1.783 -2.043
H 1.610 1.870 2.582
H -1.339 -3.628 2.767
H -2.146 -1.428 -2.808
H -0.250 3.616 1.130
H 4.263 1.644 0.197
H -3.267 -1.497 2.017
H 4.710 -2.546 0.266
H 0.705 -3.540 -0.758
H 2.531 0.720 -1.180
H -2.435 -1.529 3.586
H -2.731 3.269 0.258
H -1.727 -5.637 -3.607
H 2.648 0.770 1.683
H -1.068 1.151 -2.859
H 2.140 -2.398 3.680
H -2.231 1.815 1.141
H 2.925 -1.602 -1.107
H 4.598 3.406 0.155
H -3.773 3.156 -2.671
H -4.831 -0.310 -0.082
H -2.335 -0.092 2.541
H 3.583 2.751 -1.846
H -5.197 2.344 -2.008
H -0.297 3.536 -0.625
H -4.335 1.640 -3.383
H -3.953 2.211 0.973
H -2.887 -3.465 -4.066

=====

Molecular formula: C24H39Cl12F9O6
Method: DFT, ωB97M-V/def2-TZVPD

Total charge: 0
LUMO energy in eV: 0.37
Energy in Ha: -7810.51574
Structure (SMILES): CCOC(=O)C(F)(F)F.CCOC(=O)C(F)(F)F.CCOC(=O)C(F)(F)F.ClCCCl.ClCCCl.ClCCCl.ClCCCl.ClCCCl.ClCCCl
Max |F| in eV/Å: 1.3
Energy above the lowest of the compared OMol25 structures with the same formula, charge and spin in eV: 0.000

CARTESIAN COORDINATES (ANGSTROEM)
Cl -4.636 1.310 -3.397
Cl 0.515 -2.823 -2.364
Cl -3.346 -5.212 0.127
Cl 3.174 -0.232 -3.358
Cl -2.566 -5.244 5.328
Cl -1.688 -2.242 4.036
Cl 4.612 -2.555 1.432
Cl -0.784 1.388 -3.630
Cl -5.838 3.298 0.218
Cl 2.309 -5.213 3.954
Cl 0.857 -6.252 0.208
Cl -3.524 -4.925 -3.135
F -2.516 -0.364 -1.300
F -2.304 6.756 3.840
F -3.030 -0.221 0.802
F 5.535 3.398 -0.982
F 5.423 1.335 -1.596
F -1.747 1.263 -0.094
F 3.621 2.525 -1.576
F -4.428 6.367 3.611
F -3.605 6.826 5.572
O 0.224 -0.214 0.530
O -2.241 4.177 3.879
O 5.672 2.251 -4.117
O -0.957 -2.113 0.335
O -3.743 4.116 5.550
O 4.736 4.188 -3.455
C -4.853 2.726 -1.153
C -2.398 -4.847 3.588
C 1.209 -4.657 -0.557
C 2.599 0.034 0.837
C 1.450 -0.951 0.713
C 1.820 0.602 -4.130
C -1.300 -3.835 3.365
C 5.189 2.958 -3.293
C 0.317 -4.495 -1.773
C 0.808 0.894 -3.046
C 4.942 2.541 -1.828
C -2.052 -0.031 -0.079
C -1.901 2.800 4.066
C -5.667 1.784 -2.011
C 4.962 4.814 -4.728
C 3.256 -4.618 2.546
C -4.096 -3.809 -0.671
C -3.488 -3.519 -2.023
C -1.289 2.331 2.762
C -3.163 4.682 4.684
C 5.370 6.259 -4.490
C -3.370 6.193 4.427
C 3.633 -3.186 2.803
C -0.840 -0.927 0.242
H -0.444 -4.207 3.926
H 4.059 -5.324 2.365
H 0.574 -5.201 -2.555
H 2.508 0.775 0.043
H -2.157 -5.761 3.051
H 1.356 -0.091 -4.833
H 4.790 6.714 -3.687
H 1.381 -1.653 1.547
H 4.260 -3.077 3.683
H -2.434 -3.257 -1.959
H -1.058 -3.790 2.306
H 1.195 1.616 -2.329
H -3.391 -4.516 3.297
H 2.571 -4.699 1.707
H 6.424 6.256 -4.222
H 5.181 6.876 -5.367
H -3.999 -2.686 -2.501
H -6.621 2.175 -2.340
H 2.154 1.455 -4.714
H 1.003 -3.898 0.192
H 5.780 4.320 -5.255
H -2.803 2.239 4.303
H -0.985 1.290 2.844
H -5.816 0.866 -1.445
H -4.547 3.597 -1.724
H 2.268 -4.673 -0.802
H -0.719 -4.651 -1.478
H -0.404 2.937 2.565
H -3.984 2.201 -0.778
H 1.667 -1.581 -0.156
H -1.212 2.708 4.905
H 4.089 4.664 -5.363
H 2.753 -2.558 2.888
H 3.545 -0.499 0.765
H -3.900 -2.944 -0.046
H 2.584 0.588 1.779
H -5.152 -4.031 -0.780
H 0.657 -0.036 -2.501
H -2.040 2.521 2.002

=====

Molecular formula: C24H39N8OSiV
Method: DFT, ωB97M-V/def2-TZVPD

Expectation value of S²: 2.08
Total charge: +2
2S+1: 3
LUMO energy (spin up / spin down) in eV: -6.35 / -6.87
Energy in Ha: -2684.11408
Max |F| in eV/Å: 4.9
Energy above the lowest of the compared OMol25 structures with the same formula, charge and spin in eV: 3.486

CARTESIAN COORDINATES (ANGSTROEM)
V -12.675 11.183 -7.359
Si -13.500 8.112 -5.271
O -12.592 7.084 -9.133
N -10.951 10.410 -7.932
N -11.118 11.285 -5.270
N -14.611 11.957 -7.450
N -12.093 13.204 -7.051
N -14.522 7.335 -10.349
N -13.166 10.386 -9.141
N -16.330 6.705 -11.749
N -14.930 5.122 -10.820
C -13.935 8.112 -3.397
C -12.124 6.850 -5.693
C -12.359 10.845 -5.629
C -15.068 7.620 -6.254
C -11.171 13.634 -5.876
C -13.271 14.063 -7.150
C -14.586 10.297 -9.388
C -11.132 12.640 -4.767
C -12.128 9.967 -9.903
C -9.850 10.317 -7.046
C -8.711 10.504 -4.848
C -15.415 10.955 -8.326
C -14.413 13.344 -7.946
C -8.548 9.615 -8.999
C -9.683 9.423 -9.765
C -8.588 9.992 -7.666
C -9.928 10.705 -5.653
C -10.865 9.912 -9.211
C -15.672 3.953 -11.266
C -12.379 9.447 -11.298
C -15.337 6.387 -10.871
C -13.111 9.844 -5.968
C -13.745 5.069 -9.944
C -13.527 6.614 -9.721
H -12.434 10.412 -11.864
H -12.992 7.970 -2.780
H -17.034 6.070 -12.068
H -16.031 8.033 -5.836
H -11.389 6.735 -4.867
H -11.531 7.364 -6.528
H -11.618 8.766 -11.651
H -14.947 3.134 -11.489
H -16.377 7.626 -12.161
H -8.208 9.578 -5.165
H -7.719 9.854 -7.017
H -12.822 4.604 -10.313
H -15.303 13.952 -7.662
H -14.932 9.261 -9.557
H -14.808 8.017 -7.275
H -11.467 14.639 -5.565
H -9.677 8.966 -10.780
H -15.833 10.193 -7.649
H -11.975 12.699 -4.052
H -12.956 15.002 -7.629
H -10.208 13.655 -6.389
H -14.450 8.987 -3.108
H -10.224 12.638 -4.141
H -13.720 14.266 -6.165
H -13.359 8.962 -11.370
H -12.349 5.843 -6.076
H -11.485 13.465 -7.830
H -16.421 3.581 -10.520
H -13.951 4.433 -9.106
H -16.101 4.152 -12.285
H -16.298 11.481 -8.768
H -7.907 11.250 -4.888
H -14.223 13.442 -9.002
H -7.626 9.361 -9.379
H -14.902 10.859 -10.288
H -15.177 6.531 -6.243
H -15.057 11.859 -6.518
H -9.124 10.367 -3.802
H -14.650 7.306 -3.201

=====

Molecular formula: C24H40AgN6O7
Method: DFT, ωB97M-V/def2-TZVPD

Expectation value of S²: 0.79
Total charge: +2
2S+1: 2
LUMO energy (spin up / spin down) in eV: -7.59 / -10.05
Energy in Ha: -1939.68473
Max |F| in eV/Å: 5.0
Energy above the lowest of the compared OMol25 structures with the same formula, charge and spin in eV: 8.126

CARTESIAN COORDINATES (ANGSTROEM)
Ag -0.877 5.526 -0.596
O 5.916 -0.469 0.611
O 1.414 -0.778 -4.125
O -0.260 -2.829 -2.488
O -0.555 -2.993 2.626
O 3.988 1.417 -1.512
O 0.408 -3.894 -0.531
O 2.075 3.559 -2.212
N -4.846 1.092 -1.350
N -5.659 -0.138 0.672
N 2.162 1.274 -3.166
N -2.232 2.067 2.256
N -0.388 3.523 0.007
N -5.768 -1.167 -1.504
C -2.854 2.041 0.908
C 0.641 -3.235 1.836
C -4.933 -0.218 -0.655
C -0.653 2.226 -0.648
C 3.586 0.957 -2.826
C 5.346 -0.873 1.878
C -2.324 0.755 2.970
C 1.648 2.402 -2.347
C 3.785 0.380 -0.510
C 0.519 3.295 0.955
C -1.225 -0.535 -1.961
C 0.939 1.882 1.552
C 4.994 -0.679 -0.482
C 0.340 1.750 -1.721
C -3.502 -0.920 -0.429
C 0.363 -2.723 0.318
C 0.007 0.357 -2.318
C 1.228 0.156 -3.325
C -1.366 -1.922 -2.761
C -2.249 -0.047 -0.870
C 1.312 4.580 1.532
C -1.927 1.356 -0.216
C 5.456 -2.452 2.185
C -0.676 -3.832 -1.504
H 0.511 5.266 1.981
H -0.653 -2.198 0.323
H -5.480 1.798 -0.958
H -0.749 -4.832 -2.074
H -2.730 -0.014 2.231
H 1.798 5.174 0.671
H -0.764 -2.042 2.474
H -1.662 -3.562 -0.983
H 2.066 4.305 2.339
H 3.801 0.919 0.511
H 0.076 1.163 1.742
H 1.691 1.336 0.880
H 0.789 -4.369 1.795
H 4.565 -1.739 -0.529
H 4.246 -0.560 2.020
H 4.482 -2.938 1.841
H -1.259 -1.644 -3.879
H -6.400 0.574 0.644
H 1.158 -1.934 0.082
H -2.955 3.148 0.577
H 3.870 -0.140 -2.951
H -3.916 1.629 0.945
H 5.604 -0.501 -1.447
H 5.590 -2.636 3.301
H -3.533 -1.922 -0.999
H -6.018 -1.057 0.951
H -2.607 2.827 2.843
H -1.263 0.412 3.253
H 1.583 -2.736 2.273
H -2.392 -2.413 -2.657
H -6.756 -0.859 -1.385
H -5.741 -2.070 -0.988
H 4.237 1.549 -3.575
H 5.962 -0.343 2.695
H 1.447 2.053 2.574
H 6.350 -2.912 1.649
H -5.071 0.887 -2.342
H -3.040 0.767 3.862
H -3.412 -1.191 0.676
H 2.741 -0.085 -0.619

=====

Molecular formula: C24H40AsN4O10PS2Y
Method: DFT, ωB97M-V/def2-TZVPD

Total charge: +1
LUMO energy in eV: -2.46
Energy in Ha: -5321.75423
Max |F| in eV/Å: 4.2
Energy above the lowest of the compared OMol25 structures with the same formula, charge and spin in eV: 0.000

CARTESIAN COORDINATES (ANGSTROEM)
Y -1.222 -1.462 -1.712
As -3.547 -2.978 -2.387
S -3.097 -0.989 0.591
S 1.425 -2.280 -1.318
P -0.019 2.879 3.333
O 1.618 3.144 3.329
O -2.750 -0.009 -0.476
O -2.048 -2.077 0.460
O -0.544 4.319 3.997
O -0.286 0.337 -2.388
O -0.152 1.856 4.659
O -3.160 -1.515 -3.132
O -2.044 -3.645 -1.932
O -3.321 -0.443 1.909
O -4.380 -4.128 -3.495
N 0.716 0.832 -4.393
N 2.598 -4.528 -0.455
N 0.294 -4.641 -0.706
N 0.722 2.421 -2.668
C -5.819 -1.281 0.669
C 2.407 1.997 2.926
C 5.953 -3.803 -1.794
C -1.506 6.523 3.556
C -4.712 -2.756 -0.867
C -7.001 -1.987 0.499
C 3.809 -3.869 -0.633
C -6.957 -3.273 -0.152
C 1.428 -3.900 -0.770
C 0.417 1.165 -3.135
C 5.666 -2.596 0.256
C 6.504 -3.018 -0.775
C 0.713 1.811 -5.426
C -5.807 -3.626 -0.899
C 2.201 1.686 1.398
C -0.064 2.774 -1.524
C 0.448 1.879 6.971
C 4.324 -2.948 0.287
C 2.050 2.926 -2.949
C 4.696 -4.348 -1.681
C 0.587 -0.532 -4.831
C -0.654 5.417 2.946
C -4.664 -1.705 0.068
C -0.523 2.392 5.956
H 6.027 -1.965 0.996
H 6.476 -3.898 -2.714
H 1.101 1.466 1.215
H 2.067 1.167 3.563
H 3.690 -2.692 1.196
H 1.159 -0.566 -5.851
H 3.436 2.360 3.241
H -7.901 -1.659 1.030
H -5.825 -0.487 1.397
H 1.745 2.001 -5.795
H -2.473 6.120 3.810
H 0.387 5.783 2.783
H 0.342 -5.528 -0.213
H -1.161 6.883 4.494
H -3.886 -4.439 -4.257
H 7.570 -2.783 -0.685
H -0.616 -4.248 -0.961
H 0.132 2.122 -0.649
H 1.171 -1.177 -4.113
H -0.463 -0.785 -5.026
H -1.522 2.040 6.165
H 4.379 -5.123 -2.326
H 2.694 2.306 0.598
H 2.696 0.680 1.262
H 2.268 3.822 -2.330
H -5.790 -4.509 -1.473
H 0.215 2.748 -5.159
H 2.298 3.052 -3.990
H -7.707 -4.074 0.039
H 2.605 -5.574 -0.459
H -0.600 3.520 5.894
H 2.773 2.200 -2.566
H 0.233 1.278 -6.270
H 0.250 2.278 7.975
H 0.330 0.799 7.100
H 1.458 2.194 6.765
H 0.186 3.788 -1.171
H -1.144 4.933 2.100
H -1.714 7.198 2.725
H -1.187 2.750 -1.650

=====

Molecular formula: C24H40F4N4O16
Method: DFT, ωB97M-V/def2-TZVPD

Total charge: 0
LUMO energy in eV: 0.04
Energy in Ha: -2760.92858
Structure (SMILES): O=C1OC[C@@H](F)O1.O=C1OC[C@@H](F)O1.O=C1OC[C@@H](F)O1.O=C1OC[C@@H](F)O1.CNC(C)=O.CNC(C)=O.CNC(C)=O.CNC(C)=O
Max |F| in eV/Å: 4.5
Energy above the lowest of the compared OMol25 structures with the same formula, charge and spin in eV: 0.024

CARTESIAN COORDINATES (ANGSTROEM)
F 0.434 -4.759 0.295
F -1.276 4.842 -2.435
F -3.100 -2.790 2.462
F -3.110 0.916 -3.769
O -2.359 -3.983 -0.992
O 3.923 0.859 1.656
O -1.648 -2.205 -2.127
O -2.960 0.016 -0.567
O 0.341 4.087 4.509
O -0.832 -0.935 -4.922
O 0.225 -4.343 4.908
O 0.735 2.626 -0.287
O -0.651 -2.854 -0.134
O -2.409 -0.964 1.438
O 0.741 0.537 -5.518
O 1.026 5.117 -4.396
O -4.495 -0.525 1.039
O -1.449 1.163 -5.345
O 0.149 6.592 -5.852
O -1.158 5.126 -4.798
N 0.188 0.470 0.380
N 4.025 0.476 -0.582
N 1.396 -4.522 2.975
N 0.129 4.221 2.252
C -0.363 0.267 -5.295
C -3.038 -1.455 2.615
C 0.252 1.513 -0.471
C 1.605 -3.103 2.809
C 0.028 5.701 -5.109
C 4.101 0.075 0.727
C 0.685 -5.056 4.009
C -3.322 -0.411 0.518
C -0.706 -4.022 0.657
C 0.502 3.923 -3.764
C -4.404 -0.842 2.456
C 3.899 1.862 -1.042
C 4.258 -1.416 0.891
C 2.284 3.490 3.127
C -2.262 -1.021 -4.975
C -1.568 -2.914 -1.219
C 0.841 3.961 3.371
C -2.657 0.503 -5.032
C 0.621 0.570 1.748
C -1.243 4.498 2.283
C -1.980 -4.772 0.168
C -0.233 1.139 -1.812
C -1.029 4.224 -3.699
C 0.594 -6.531 4.026
H -2.687 -1.536 -4.111
H -0.006 1.271 2.360
H 0.893 -2.626 3.520
H 3.915 -1.874 -0.016
H -2.484 -1.124 3.509
H 5.310 -1.664 1.006
H 0.620 4.014 1.413
H 0.814 3.066 -4.387
H -1.500 5.108 3.191
H 2.492 2.499 3.530
H 3.992 -0.185 -1.340
H -1.749 -5.709 -0.293
H -1.142 1.618 -2.167
H 0.666 -7.057 3.066
H 3.043 1.999 -1.708
H 0.466 1.562 -2.517
H -1.464 5.022 1.379
H 3.575 2.559 -0.248
H -2.801 -4.878 0.869
H -0.602 -3.803 1.698
H -0.403 0.082 -2.118
H -5.259 -1.481 2.676
H 1.716 -5.190 2.302
H 2.616 -2.845 3.029
H 1.602 1.009 1.896
H 0.623 -0.400 2.184
H -1.801 3.475 -3.823
H 1.400 -2.708 1.787
H -1.885 3.601 2.307
H 4.735 2.216 -1.631
H -4.600 0.036 3.080
H 3.745 -1.771 1.744
H 2.625 3.437 2.068
H -0.323 -6.858 4.553
H -3.301 0.886 -5.815
H 0.875 3.814 -2.769
H -0.293 -0.390 0.115
H -2.555 -1.717 -5.768
H 1.403 -6.917 4.613
H 2.999 4.111 3.640